The following is a DFT calculation (ωB97M-V/def2-TZVPD) of 12 unconnected molecules or ions with the total composition C37H86Br2N4O14P.

Calculated values
- HOMO-LUMO gap (eV) = 4.8345
- total charge = +1
- highest occupied orbital energy (eV) = -10.08

Atoms and positions in Å:
C1 -0.05 6.54 -1.62
C2 -0.12 5.49 -2.83
Br1 1.12 4.00 -2.35
C3 -1.63 4.93 -3.14
C4 -2.62 5.57 -2.07
C5 -2.86 4.98 -0.65
P1 -1.97 3.36 -0.16
O1 -2.65 2.95 1.37
Br2 -2.64 1.66 -1.54
C6 -3.79 5.67 0.37
N1 -4.48 6.84 0.01
N2 -4.29 7.31 -1.21
O2 -5.04 8.44 -1.52
N3 -6.15 8.42 -0.70
O3 -7.11 8.83 -1.26
C7 -3.47 6.89 -2.31
C8 -3.40 7.65 -3.74
C9 -1.91 8.06 -4.17
C10 -2.08 9.08 -5.44
C11 -2.65 8.37 -6.75
N4 -1.64 7.61 -7.54
C12 -0.18 7.57 -7.49
C13 0.17 6.57 -8.62
C14 -1.10 6.01 -9.37
C15 -2.19 6.78 -8.58
H1 -0.32 6.10 -0.60
H2 1.05 6.88 -1.55
H3 -0.66 7.50 -1.77
H4 0.32 5.99 -3.77
H5 -1.96 5.20 -4.20
H6 -1.55 3.79 -3.07
H7 -3.51 2.50 1.13
H8 -3.94 5.24 1.43
H9 -3.82 6.88 -4.50
H10 -4.06 8.57 -3.79
H11 -1.34 8.68 -3.38
H12 -1.28 7.20 -4.58
H13 -1.07 9.57 -5.66
H14 -2.81 9.92 -5.16
H15 -3.11 9.16 -7.44
H16 -3.50 7.62 -6.51
H17 0.47 8.15 -6.77
H18 1.20 6.21 -8.92
H19 -1.18 5.26 -10.22
H20 -3.29 6.64 -8.83
C16 2.54 0.52 0.02
C17 2.99 -0.08 -1.30
O4 1.87 -0.20 -2.19
H21 1.77 -0.10 0.48
H22 3.38 0.62 0.71
H23 2.10 1.51 -0.14
H24 3.41 -1.07 -1.15
H25 3.75 0.55 -1.78
H26 1.52 0.69 -2.32
C18 1.28 -3.93 2.85
C19 2.00 -2.70 2.33
O5 2.24 -2.83 0.94
H27 1.88 -4.83 2.66
H28 1.10 -3.86 3.92
H29 0.33 -4.07 2.33
H30 2.96 -2.59 2.83
H31 1.41 -1.80 2.51
H32 1.38 -2.92 0.50
C20 -0.08 -1.47 6.24
C21 1.40 -1.75 6.30
O6 2.00 -1.50 5.03
H33 -0.56 -2.09 5.49
H34 -0.55 -1.66 7.21
H35 -0.27 -0.43 5.96
H36 1.59 -2.80 6.55
H37 1.90 -1.12 7.04
H38 1.84 -0.57 4.81
C22 0.08 3.41 3.70
C23 0.79 4.65 3.19
O7 1.04 4.54 1.79
H39 0.69 2.52 3.50
H40 -0.11 3.48 4.77
H41 -0.87 3.27 3.18
H42 1.75 4.78 3.69
H43 0.19 5.55 3.37
H44 0.18 4.44 1.35
C24 -2.83 -6.32 5.07
C25 -1.98 -5.12 4.72
O8 -0.90 -5.00 5.64
H45 -3.22 -6.23 6.09
H46 -3.67 -6.43 4.38
H47 -2.23 -7.24 5.04
H48 -2.57 -4.20 4.77
H49 -1.57 -5.21 3.71
H50 -0.38 -5.81 5.58
C26 -4.09 -9.31 7.71
C27 -4.68 -9.50 6.33
O9 -3.63 -9.63 5.37
H51 -3.46 -8.42 7.75
H52 -4.89 -9.21 8.46
H53 -3.46 -10.17 7.99
H54 -5.29 -8.64 6.05
H55 -5.30 -10.40 6.28
H56 -3.10 -10.40 5.61
C28 2.90 -5.61 -1.53
C29 2.61 -6.45 -0.30
O10 3.53 -6.14 0.73
H57 3.92 -5.78 -1.88
H58 2.20 -5.84 -2.34
H59 2.82 -4.54 -1.29
H60 2.71 -7.51 -0.54
H61 1.59 -6.28 0.06
H62 3.43 -5.20 0.94
C30 7.46 -4.40 -0.09
C31 7.52 -5.23 1.18
O11 6.32 -5.09 1.92
H63 7.29 -3.35 0.15
H64 8.38 -4.49 -0.66
H65 6.62 -4.72 -0.71
H66 8.35 -4.89 1.82
H67 7.68 -6.29 0.95
H68 5.59 -5.40 1.36
C32 5.95 -0.77 -4.21
C33 6.34 0.68 -3.97
O12 6.31 0.97 -2.57
H69 4.95 -0.97 -3.81
H70 5.96 -1.00 -5.28
H71 6.64 -1.44 -3.70
H72 5.63 1.35 -4.46
H73 7.34 0.89 -4.35
H74 6.95 0.38 -2.14
C34 -7.83 3.82 2.95
C35 -6.39 3.95 2.50
O13 -6.27 3.62 1.12
H75 -8.19 2.80 2.79
H76 -7.93 4.06 4.01
H77 -8.48 4.48 2.37
H78 -5.75 3.27 3.07
H79 -6.02 4.97 2.65
H80 -6.83 4.23 0.63
C36 2.39 -10.83 -3.11
C37 2.84 -9.95 -1.96
O14 1.76 -9.75 -1.05
H81 1.55 -10.37 -3.64
H82 3.20 -10.98 -3.83
H83 2.05 -11.80 -2.75
H84 3.15 -8.97 -2.33
H85 3.68 -10.40 -1.43
H86 1.50 -10.62 -0.72

Mulliken population analysis, charges in e, atoms 1 to 6:
1 C -0.72
2 C 0.02
3 Br -0.08
4 C -1.13
5 C 0.17
6 C 0.73

***

The following is a DFT calculation (ωB97M-V/def2-TZVPD) of 9 unconnected molecules or ions with the total composition C37H88N4O9.

Calculated values
- SMILES = CC1(C)CCCC(C)(C)N1O.CC1(C)CCCC(C)(C)N1O.CC1(C)CCCC(C)(C)N1O.CC1(C)CCCC(C)(C)N1O.CO.O.O.O.O
- HOMO-LUMO gap (eV) = 8.3070
- total charge = 0
- highest occupied orbital energy (eV) = -7.89

Atoms and positions in Å:
C1 4.47 2.39 2.88
C2 3.29 2.19 1.94
C3 2.19 3.24 2.26
C4 3.77 2.43 0.48
C5 4.42 1.27 -0.15
C6 3.48 0.10 -0.13
C7 3.10 -0.35 1.33
C8 2.00 -1.41 1.25
C9 4.36 -0.97 1.97
N1 2.57 0.87 2.07
O1 2.19 0.65 3.40
H1 4.27 2.23 3.94
H2 5.31 1.76 2.60
H3 4.87 3.40 2.83
H4 1.69 3.01 3.20
H5 2.51 4.27 2.06
H6 1.44 3.07 1.49
H7 2.94 2.72 -0.17
H8 4.33 3.37 0.46
H9 4.65 1.51 -1.19
H10 5.33 1.10 0.42
H11 3.98 -0.75 -0.60
H12 2.66 0.33 -0.81
H13 1.18 -0.95 0.71
H14 1.58 -1.74 2.20
H15 2.36 -2.33 0.77
H16 4.70 -1.87 1.46
H17 4.24 -1.04 3.05
H18 5.27 -0.39 1.81
H19 2.95 0.14 3.70
C10 -0.71 0.31 7.57
C11 -1.07 -0.56 6.33
C12 0.21 -1.24 5.79
C13 -2.10 -1.52 6.87
C14 -2.83 -2.38 5.85
C15 -3.33 -1.45 4.74
C16 -2.36 -0.38 4.12
C17 -1.44 -1.00 3.00
C18 -3.30 0.71 3.51
N2 -1.68 0.26 5.23
O2 -0.90 1.33 4.83
H20 -1.45 0.92 8.09
H21 -0.20 -0.28 8.34
H22 -0.05 1.15 7.34
H23 0.07 -2.04 5.06
H24 0.92 -0.54 5.36
H25 0.76 -1.62 6.65
H26 -1.68 -2.20 7.61
H27 -2.78 -1.01 7.55
H28 -2.25 -3.21 5.46
H29 -3.68 -2.84 6.34
H30 -4.24 -0.99 5.15
H31 -3.66 -2.13 3.96
H32 -0.45 -0.57 2.83
H33 -1.97 -1.04 2.05
H34 -1.26 -2.04 3.24
H35 -2.72 1.37 2.86
H36 -3.77 1.34 4.27
H37 -4.11 0.32 2.91
H38 -0.26 0.90 4.26
C19 0.49 1.49 -5.69
C20 0.63 1.26 -4.15
C21 0.17 -0.11 -3.70
C22 2.17 1.32 -3.76
C23 2.82 2.68 -3.85
C24 2.11 3.71 -2.95
C25 0.52 3.72 -3.23
C26 0.00 4.42 -1.97
C27 0.29 4.62 -4.41
N3 -0.07 2.30 -3.32
O3 -1.39 2.33 -3.55
H39 0.88 0.69 -6.32
H40 -0.57 1.56 -5.94
H41 1.02 2.35 -6.10
H42 -0.90 -0.33 -3.65
H43 0.76 -0.83 -4.26
H44 0.33 -0.17 -2.62
H45 2.42 0.80 -2.84
H46 2.55 0.72 -4.59
H47 3.86 2.78 -3.55
H48 2.80 3.08 -4.86
H49 2.57 4.68 -3.13
H50 2.28 3.57 -1.88
H51 0.46 5.38 -1.75
H52 0.15 3.69 -1.18
H53 -1.08 4.58 -1.92
H54 0.66 5.64 -4.30
H55 -0.78 4.74 -4.60
H56 0.77 4.32 -5.34
H57 -1.38 2.80 -4.39
C28 -0.60 -4.30 -5.24
C29 -0.38 -4.65 -3.75
C30 -0.54 -6.19 -3.57
C31 1.04 -4.28 -3.30
C32 1.21 -4.18 -1.70
C33 0.15 -3.21 -1.11
C34 -1.35 -3.54 -1.55
C35 -1.96 -4.64 -0.66
C36 -2.17 -2.27 -1.32
N4 -1.42 -3.86 -3.02
O4 -2.73 -4.28 -3.26
H58 -0.58 -3.21 -5.33
H59 -1.56 -4.64 -5.64
H60 0.18 -4.71 -5.88
H61 -1.54 -6.49 -3.87
H62 -0.19 -6.57 -2.61
H63 0.18 -6.69 -4.23
H64 1.77 -5.01 -3.66
H65 1.33 -3.29 -3.66
H66 2.18 -3.82 -1.35
H67 1.08 -5.15 -1.22
H68 0.44 -2.19 -1.34
H69 0.17 -3.33 -0.03
H70 -1.59 -5.62 -0.97
H71 -1.72 -4.53 0.40
H72 -3.05 -4.68 -0.70
H73 -1.89 -1.43 -1.95
H74 -3.24 -2.42 -1.47
H75 -2.20 -2.03 -0.25
H76 -3.03 -3.63 -3.89
C37 -1.17 1.27 -0.28
O5 -2.20 1.35 -1.29
H77 -1.63 0.75 0.56
H78 -0.37 0.58 -0.51
H79 -0.80 2.25 0.03
H80 -1.76 1.67 -2.08
O6 -4.27 3.28 -0.64
H81 -3.41 2.88 -0.78
H82 -4.14 4.20 -0.85
O7 -5.00 2.26 -3.22
H83 -5.64 2.91 -3.51
H84 -4.71 2.57 -2.36
O8 -1.40 4.64 1.17
H85 -0.69 4.45 1.78
H86 -2.18 4.74 1.73
O9 -4.59 0.01 -0.56
H87 -3.80 0.32 -0.99
H88 -4.57 -0.94 -0.68

Mulliken population analysis, charges in e, atoms 1 to 6:
1 C -2.06
2 C 1.88
3 C -1.84
4 C -0.59
5 C -0.99
6 C -0.87

***

The following is a DFT calculation (ωB97M-V/def2-TZVPD) of a molecular structure, C37H91BFN7O5S.

Calculated values
- HOMO-LUMO gap (eV) = 7.9322
- total charge = 0
- highest occupied orbital energy (eV) = -7.83

Atoms and positions in Å:
C1 0.41 -0.64 -2.49
O1 0.05 0.70 -2.95
B1 -1.02 0.60 -3.78
O2 -1.05 -0.41 -4.73
N1 -2.23 1.54 -3.64
C2 -3.43 0.68 -3.86
C3 -4.76 1.39 -3.43
C4 -5.90 0.38 -3.78
C5 -7.29 0.80 -3.24
N2 -8.17 -0.34 -2.93
C6 -8.18 -1.35 -3.94
C7 -7.35 -2.63 -3.89
O3 -8.90 -1.19 -4.87
S1 -2.02 2.70 -4.80
O4 -0.88 2.36 -5.59
O5 -1.84 3.98 -4.22
F1 -3.28 2.67 -5.76
H1 0.90 -0.63 -1.51
H2 -0.49 -1.26 -2.39
H3 1.10 -1.03 -3.24
H4 -0.97 -0.05 -5.63
H5 -3.35 -0.18 -3.18
H6 -3.58 0.34 -4.89
H7 -4.70 1.48 -2.34
H8 -4.89 2.36 -3.93
H9 -5.91 0.14 -4.86
H10 -5.61 -0.55 -3.26
H11 -7.77 1.38 -4.04
H12 -7.21 1.47 -2.37
H13 -7.99 -0.73 -2.01
H14 -6.29 -2.41 -4.13
H15 -7.67 -3.36 -4.64
H16 -7.36 -3.14 -2.91
C8 2.67 7.67 0.43
C9 1.97 7.07 -0.78
N3 2.09 5.63 -0.86
C10 1.63 5.09 -2.14
C11 0.15 5.23 -2.49
C12 1.67 4.88 0.31
C13 0.22 5.05 0.79
H17 3.73 7.41 0.44
H18 2.60 8.76 0.40
H19 2.22 7.35 1.37
H20 2.42 7.51 -1.67
H21 0.91 7.39 -0.76
H22 1.91 4.03 -2.20
H23 2.22 5.57 -2.93
H24 -0.47 4.52 -1.94
H25 0.01 5.01 -3.55
H26 -0.23 6.24 -2.31
H27 2.33 5.15 1.14
H28 1.87 3.82 0.15
H29 -0.11 6.09 0.76
H30 0.13 4.70 1.82
H31 -0.47 4.46 0.19
C14 3.28 -2.15 -6.80
C15 2.74 -3.56 -6.59
N4 1.45 -3.59 -5.90
C16 1.06 -4.92 -5.48
C17 0.79 -5.97 -6.57
C18 0.40 -2.78 -6.50
C19 -0.01 -3.09 -7.94
H32 3.38 -1.62 -5.85
H33 4.27 -2.21 -7.25
H34 2.66 -1.56 -7.47
H35 3.46 -4.10 -5.98
H36 2.70 -4.07 -7.56
H37 0.18 -4.85 -4.84
H38 1.85 -5.31 -4.83
H39 -0.18 -5.81 -7.05
H40 0.75 -6.96 -6.12
H41 1.56 -5.98 -7.34
H42 0.70 -1.73 -6.44
H43 -0.49 -2.84 -5.86
H44 0.86 -3.26 -8.59
H45 -0.56 -2.24 -8.36
H46 -0.66 -3.95 -8.01
C20 -1.77 -4.60 3.22
C21 -1.88 -4.56 1.70
N5 -1.51 -3.27 1.12
C22 -1.85 -3.16 -0.29
C23 -1.14 -4.10 -1.27
C24 -0.20 -2.77 1.49
C25 1.02 -3.63 1.15
H47 -2.38 -3.82 3.68
H48 -2.13 -5.56 3.58
H49 -0.74 -4.48 3.56
H50 -2.92 -4.76 1.44
H51 -1.29 -5.38 1.28
H52 -1.70 -2.13 -0.61
H53 -2.93 -3.33 -0.38
H54 -0.12 -3.77 -1.46
H55 -1.67 -4.08 -2.23
H56 -1.12 -5.13 -0.93
H57 -0.20 -2.58 2.56
H58 -0.07 -1.78 1.04
H59 0.87 -4.69 1.38
H60 1.88 -3.29 1.74
H61 1.31 -3.54 0.10
C26 2.68 -4.06 8.38
C27 3.74 -3.95 7.29
N6 3.24 -4.22 5.95
C28 4.30 -4.36 4.97
C29 5.18 -3.14 4.67
C30 2.10 -3.42 5.53
C31 2.26 -1.89 5.52
H62 2.20 -5.04 8.37
H63 3.14 -3.92 9.36
H64 1.90 -3.29 8.27
H65 4.51 -4.69 7.52
H66 4.22 -2.96 7.37
H67 3.86 -4.72 4.03
H68 4.96 -5.17 5.30
H69 4.66 -2.41 4.04
H70 6.06 -3.46 4.11
H71 5.52 -2.64 5.57
H72 1.25 -3.67 6.18
H73 1.78 -3.75 4.54
H74 2.78 -1.52 6.41
H75 1.27 -1.42 5.49
H76 2.79 -1.55 4.64
C32 0.44 4.21 8.16
C33 1.47 4.31 7.04
N7 0.90 4.16 5.71
C34 1.91 4.01 4.67
C35 2.85 5.18 4.41
C36 -0.20 5.05 5.38
C37 0.06 6.56 5.45
H77 -0.10 3.26 8.11
H78 0.94 4.26 9.12
H79 -0.28 5.02 8.13
H80 2.20 3.51 7.19
H81 2.01 5.26 7.15
H82 1.41 3.73 3.73
H83 2.52 3.14 4.93
H84 2.36 5.98 3.85
H85 3.69 4.84 3.80
H86 3.26 5.60 5.33
H87 -1.04 4.82 6.05
H88 -0.58 4.80 4.39
H89 0.63 6.85 6.33
H90 -0.90 7.09 5.49
H91 0.58 6.92 4.57

Mulliken population analysis, charges in e, atoms 1 to 6:
1 C -0.50
2 O -0.38
3 B 0.09
4 O -0.16
5 N 0.35
6 C -1.16

***

Q: Look up the total charge of the first one.
A: +1

***

Q: Which of these has the lowest highest occupied orbital energy?
A: C37H86Br2N4O14P

***

Q: The lowest HOMO-LUMO gap belongs to which entry?
A: C37H86Br2N4O14P

***

Q: Among the records above, which one has the highest total charge?
A: C37H86Br2N4O14P